# 1
Here is C54H42F4FeN7O7S as an isolated structure in a non-equilibrium geometry from the Open Molecules 2025 dataset. Energies are from ωB97M-V with the def2-TZVPD basis set.

Each line ends with the Löwdin charge.
Element x y z (Å)
1 Fe -0.657 -0.730 0.386  1.013
2 C 4.386 2.660 1.915  0.030
3 C 3.400 3.031 0.823  -0.549
4 C 3.735 4.367 0.193  0.023
5 O 2.079 3.085 1.350  0.003
6 C 1.360 1.936 0.968  -0.174
7 C 2.164 1.327 -0.189  -0.158
8 O 3.383 2.037 -0.202  0.001
9 C 2.362 -0.211 -0.046  -0.358
10 O 1.119 -0.767 0.273  -0.239
11 C 2.836 -0.829 -1.365  -0.147
12 C 3.396 -0.086 -2.397  -0.023
13 C 3.866 -0.727 -3.540  -0.073
14 C 3.785 -2.106 -3.657  -0.092
15 C 3.215 -2.852 -2.630  -0.073
16 C 2.742 -2.215 -1.493  -0.025
17 C 3.399 -0.528 1.037  -0.134
18 C 2.989 -0.872 2.321  -0.029
19 C 3.916 -1.165 3.313  -0.053
20 C 5.271 -1.104 3.029  -0.075
21 C 5.690 -0.757 1.750  -0.070
22 C 4.763 -0.478 0.758  -0.026
23 C -0.106 2.309 0.607  -0.372
24 O -0.839 1.134 0.368  -0.253
25 C -0.117 3.207 -0.634  -0.155
26 C 0.263 4.544 -0.539  -0.028
27 C 0.281 5.348 -1.670  -0.066
28 C -0.091 4.834 -2.905  -0.081
29 C -0.483 3.508 -3.004  -0.071
30 C -0.493 2.700 -1.873  -0.033
31 C -0.805 3.015 1.775  -0.136
32 C -2.018 3.660 1.524  -0.039
33 C -2.748 4.232 2.555  -0.075
34 C -2.284 4.152 3.863  -0.085
35 C -1.089 3.500 4.123  -0.065
36 C -0.354 2.932 3.087  -0.016
37 H 4.432 3.466 2.649  0.096
38 H 5.373 2.507 1.480  0.098
39 H 4.076 1.741 2.414  0.080
40 H 3.642 5.159 0.937  0.097
41 H 3.042 4.561 -0.625  0.079
42 H 4.753 4.345 -0.194  0.096
43 H 1.318 1.214 1.792  0.134
44 H 1.640 1.488 -1.134  0.149
45 H 3.501 0.988 -2.306  0.115
46 H 4.306 -0.140 -4.337  0.104
47 H 4.178 -2.601 -4.537  0.101
48 H 3.152 -3.931 -2.709  0.105
49 H 2.306 -2.792 -0.685  0.117
50 H 1.934 -0.937 2.543  0.079
51 H 3.574 -1.455 4.299  0.114
52 H 5.998 -1.338 3.797  0.107
53 H 6.748 -0.713 1.520  0.107
54 H 5.104 -0.218 -0.236  0.122
55 H 0.545 4.952 0.423  0.128
56 H 0.580 6.386 -1.583  0.108
57 H -0.085 5.467 -3.784  0.104
58 H -0.792 3.104 -3.962  0.093
59 H -0.802 1.665 -1.941  0.090
60 H -2.381 3.729 0.503  0.121
61 H -3.676 4.747 2.336  0.103
62 H -2.846 4.604 4.670  0.104
63 H -0.720 3.431 5.139  0.108
64 H 0.589 2.453 3.319  0.115
65 C -5.601 1.566 0.176  -0.006
66 C -4.723 0.377 0.377  -0.281
67 C -5.023 -0.954 0.603  0.027
68 C -3.790 -1.616 0.730  -0.314
69 N -2.802 -0.732 0.588  -0.022
70 N -3.388 0.465 0.381  0.063
71 C -3.550 -3.071 0.981  -0.015
72 H -6.634 1.251 0.050  0.084
73 H -5.295 2.132 -0.705  0.085
74 H -5.547 2.233 1.039  0.085
75 H -6.002 -1.402 0.660  0.118
76 H -2.765 1.260 0.261  0.129
77 H -4.218 -3.436 1.759  0.093
78 H -2.522 -3.258 1.286  0.059
79 H -3.756 -3.653 0.078  0.080
80 F -2.822 -4.304 -5.267  0.161
81 C -2.738 -3.012 -5.026  -0.133
82 C -3.133 -2.151 -5.994  -0.132
83 F -3.558 -2.652 -7.135  0.161
84 C -3.094 -0.729 -5.824  -0.006
85 C -2.626 -0.290 -4.544  -0.129
86 C -2.204 -1.152 -3.594  -0.126
87 F -1.771 -0.638 -2.452  0.123
88 C -2.230 -2.568 -3.762  0.001
89 C -1.796 -3.453 -2.783  -0.079
90 C -1.260 -2.983 -1.548  -0.057
91 N -0.815 -2.625 -0.555  0.219
92 C -1.822 -4.874 -2.907  -0.153
93 N -1.821 -6.026 -2.924  0.236
94 F -2.612 0.996 -4.260  0.150
95 C -3.482 0.157 -6.820  -0.095
96 C -3.358 1.574 -6.687  -0.155
97 N -3.252 2.719 -6.644  0.228
98 C -3.998 -0.261 -8.084  -0.153
99 N -4.433 -0.523 -9.117  0.230
100 N -0.873 -0.979 2.743  0.082
101 C -0.481 -2.255 3.315  -0.318
102 C -0.974 -2.659 4.543  -0.034
103 C -0.575 -3.877 5.087  -0.039
104 C 0.322 -4.669 4.390  -0.241
105 C 0.814 -4.276 3.150  -0.035
106 C 0.393 -3.075 2.605  -0.070
107 S 0.954 -6.218 5.093  0.397
108 O 0.875 -7.154 3.984  -0.362
109 O 0.071 -6.505 6.208  -0.363
110 O 2.309 -5.842 5.468  -0.356
111 H -1.690 -0.598 3.205  0.104
112 H -0.128 -0.291 2.830  0.075
113 H -1.670 -2.022 5.086  0.108
114 H -0.947 -4.221 6.044  0.113
115 H 1.505 -4.929 2.631  0.122
116 H 0.729 -2.769 1.620  0.069

Summary:
Spin multiplicity: 6
⟨S²⟩: 9.1151
Calculated total energy, eV: -137531.0891
Frontier orbital gap (alpha / beta), eV: 2.43 / 2.58
HOMO level (alpha / beta), eV: -7.2241 / -7.2234

=====

# 2
Here is C45H52BrN3O2Pt as an isolated structure in a non-equilibrium geometry from the Open Molecules 2025 dataset. Energies are from ωB97M-V with the def2-TZVPD basis set.

Each line ends with the Löwdin charge.
Element x y z (Å)
1 Pt -0.253 -0.040 -0.698  1.184
2 C 2.042 2.449 -2.969  -0.018
3 C 1.729 3.235 -1.737  -0.206
4 C 1.556 4.608 -1.815  -0.061
5 C 1.247 5.357 -0.695  -0.081
6 C 1.112 4.730 0.530  -0.049
7 C 1.273 3.363 0.653  -0.199
8 C 1.022 2.686 1.962  -0.027
9 C 1.587 2.594 -0.490  -0.210
10 N 1.607 1.222 -0.391  0.073
11 C 2.446 0.426 0.220  -0.265
12 C 3.829 0.908 0.569  0.014
13 C 2.096 -0.936 0.459  -0.242
14 C 2.816 -1.665 1.561  -0.015
15 N 1.051 -1.471 -0.195  -0.013
16 C 0.844 -2.801 -0.466  -0.170
17 C 1.914 -3.737 -0.519  -0.187
18 C 3.355 -3.364 -0.724  -0.043
19 C 1.635 -5.095 -0.525  -0.052
20 C 0.344 -5.576 -0.596  -0.060
21 C -0.679 -4.665 -0.788  -0.049
22 C -0.459 -3.298 -0.773  -0.189
23 C -1.633 -2.443 -1.175  -0.070
24 H 2.460 3.095 -3.736  0.087
25 H 1.137 1.993 -3.373  0.080
26 H 2.742 1.647 -2.746  0.078
27 H 1.659 5.092 -2.774  0.111
28 H 1.095 6.423 -0.779  0.100
29 H 0.856 5.317 1.400  0.109
30 H 0.606 3.387 2.681  0.087
31 H 1.933 2.261 2.384  0.079
32 H 0.306 1.880 1.801  0.049
33 H 3.953 1.935 0.232  0.094
34 H 4.563 0.289 0.052  0.099
35 H 4.034 0.855 1.636  0.086
36 H 2.698 -1.112 2.494  0.100
37 H 3.883 -1.738 1.368  0.087
38 H 2.402 -2.660 1.698  0.092
39 H 3.473 -2.310 -0.945  0.059
40 H 3.712 -3.935 -1.580  0.096
41 H 3.970 -3.644 0.130  0.085
42 H 2.468 -5.781 -0.504  0.115
43 H 0.145 -6.636 -0.582  0.106
44 H -1.679 -5.032 -0.970  0.113
45 H -2.347 -3.060 -1.719  0.085
46 H -1.321 -1.647 -1.866  0.045
47 H -2.158 -2.010 -0.322  0.053
48 C -4.683 3.858 1.826  -0.048
49 C -3.700 3.146 0.942  -0.275
50 C -3.395 3.624 -0.324  -0.027
51 C -2.499 2.937 -1.138  -0.264
52 C -2.166 3.425 -2.517  -0.027
53 C -1.928 1.773 -0.662  -0.061
54 C -2.180 1.264 0.639  -0.301
55 C -3.094 1.996 1.416  -0.009
56 N -1.527 0.111 0.965  -0.064
57 C -1.682 -0.567 2.247  -0.433
58 C -3.136 -1.063 2.402  -0.073
59 C -3.311 -1.797 3.730  -0.286
60 C -2.413 -3.032 3.747  -0.116
61 C -0.960 -2.584 3.601  -0.278
62 C -0.583 -1.694 4.783  -0.119
63 C -1.473 -0.453 4.757  -0.286
64 C -2.938 -0.867 4.883  -0.115
65 C -1.255 0.302 3.446  -0.082
66 C -0.786 -1.815 2.290  -0.086
67 H -5.346 4.494 1.245  0.074
68 H -4.155 4.480 2.550  0.083
69 H -5.281 3.137 2.382  0.077
70 H -3.865 4.526 -0.685  0.109
71 H -2.707 4.338 -2.749  0.077
72 H -2.420 2.673 -3.264  0.087
73 H -1.098 3.625 -2.589  0.067
74 H -1.274 1.202 -1.386  0.046
75 H -3.367 1.678 2.407  0.088
76 H -3.369 -1.739 1.574  0.122
77 H -3.838 -0.237 2.336  0.106
78 H -4.362 -2.096 3.836  0.141
79 H -2.684 -3.698 2.925  0.121
80 H -2.544 -3.579 4.683  0.119
81 H -0.306 -3.464 3.581  0.141
82 H 0.465 -1.395 4.717  0.114
83 H -0.713 -2.237 5.723  0.120
84 H -1.204 0.204 5.593  0.141
85 H -3.571 0.023 4.863  0.121
86 H -3.106 -1.371 5.837  0.119
87 H -0.193 0.525 3.336  0.109
88 H -1.786 1.252 3.475  0.110
89 H -1.034 -2.483 1.467  0.101
90 H 0.255 -1.510 2.193  0.096
91 Br 0.270 0.395 -8.281  0.707
92 C 1.461 -0.197 -6.908  -0.665
93 C 2.762 -0.525 -7.248  -0.133
94 C 3.630 -0.946 -6.254  -0.071
95 C 3.195 -1.026 -4.946  -0.021
96 C 1.893 -0.680 -4.613  -0.125
97 C 1.009 -0.272 -5.603  -0.068
98 C 1.542 -0.629 -3.141  -0.627
99 O 2.444 -0.830 -2.336  0.000
100 O 0.347 -0.317 -2.860  -0.121
101 H 3.091 -0.446 -8.274  0.098
102 H 4.651 -1.196 -6.500  0.104
103 H 3.853 -1.329 -4.145  0.113
104 H -0.006 -0.007 -5.348  0.111

Summary:
Calculated total energy, eV: -129362.9521
Frontier orbital gap (alpha / beta), eV: 5.16 / 5.21
HOMO level (alpha / beta), eV: -6.6352 / -6.6856

=====

# 3
Here is C39H77BN2O15PtS7 as an isolated structure in a non-equilibrium geometry from the Open Molecules 2025 dataset. Energies are from ωB97M-V with the def2-TZVPD basis set.

Each line ends with the Löwdin charge.
Element x y z (Å)
1 Pt -10.892 23.128 10.488  1.196
2 B -9.672 23.990 12.144  -0.477
3 H -9.969 22.968 12.318  -0.068
4 H -8.933 24.360 12.838  -0.020
5 H -9.252 24.038 11.151  -0.059
6 H -10.575 24.582 12.145  -0.057
7 C -14.702 25.910 10.044  -0.041
8 C -13.264 25.609 10.629  -0.489
9 C -13.213 25.782 12.183  -0.024
10 O -12.765 24.346 10.238  -0.380
11 H -15.430 25.159 10.349  0.068
12 H -14.676 26.157 8.983  0.053
13 H -15.095 26.844 10.445  0.051
14 H -12.532 26.247 10.135  0.094
15 H -13.779 26.672 12.458  0.055
16 H -12.217 26.096 12.496  0.053
17 H -13.438 24.838 12.680  0.055
18 C -13.476 29.359 9.962  -0.199
19 C -12.006 29.519 10.358  -0.225
20 C -11.323 30.355 9.234  -0.199
21 S -12.549 31.770 9.066  0.744
22 O -12.611 32.312 7.726  -0.338
23 O -12.273 32.634 10.266  -0.366
24 C -14.037 30.715 9.376  -0.176
25 H -14.078 28.967 10.782  0.087
26 H -13.539 28.610 9.173  0.085
27 H -11.498 28.561 10.461  0.082
28 H -11.774 30.105 11.247  0.096
29 H -11.295 29.864 8.261  0.083
30 H -10.308 30.728 9.373  0.099
31 H -14.571 30.527 8.444  0.077
32 H -14.732 31.209 10.054  0.099
33 C -10.168 26.742 8.194  -0.185
34 C -11.252 26.325 7.115  -0.175
35 C -11.133 24.792 6.841  -0.138
36 S -9.360 24.282 7.510  0.750
37 O -8.549 23.631 6.544  -0.286
38 O -9.593 23.651 8.817  -0.471
39 C -8.874 26.008 7.719  -0.215
40 H -10.360 26.437 9.223  0.089
41 H -9.953 27.810 8.224  0.100
42 H -11.154 26.855 6.168  0.114
43 H -12.237 26.525 7.535  0.096
44 H -11.133 24.638 5.762  0.091
45 H -11.921 24.153 7.240  0.079
46 H -8.566 26.455 6.774  0.112
47 H -7.961 26.044 8.313  0.112
48 C -18.280 21.187 11.032  -0.219
49 C -19.555 21.139 11.824  -0.222
50 C -19.526 22.366 12.759  -0.208
51 S -18.826 23.739 11.786  0.706
52 O -17.859 24.402 12.687  -0.363
53 O -19.901 24.469 11.139  -0.328
54 C -18.027 22.639 10.586  -0.208
55 H -18.473 20.565 10.158  0.115
56 H -17.426 20.654 11.450  0.107
57 H -19.778 20.152 12.231  0.123
58 H -20.377 21.262 11.120  0.117
59 H -18.808 22.133 13.546  0.100
60 H -20.502 22.599 13.184  0.108
61 H -17.020 23.028 10.438  0.077
62 H -18.453 22.913 9.621  0.102
63 C -14.675 22.364 14.258  -0.136
64 C -13.184 22.645 14.714  -0.217
65 C -12.331 21.504 14.286  -0.193
66 S -12.939 21.013 12.558  0.783
67 O -13.162 19.544 12.530  -0.333
68 O -12.025 21.547 11.541  -0.476
69 C -14.521 22.027 12.700  -0.174
70 H -15.344 23.219 14.359  0.108
71 H -15.041 21.476 14.775  0.111
72 H -13.153 22.878 15.778  0.124
73 H -12.785 23.528 14.214  0.098
74 H -12.412 20.616 14.913  0.105
75 H -11.263 21.692 14.174  0.101
76 H -15.217 21.318 12.251  0.069
77 H -14.476 22.854 11.992  0.076
78 C -11.502 30.404 14.658  -0.191
79 C -12.329 29.169 14.104  -0.208
80 C -12.600 28.192 15.234  -0.227
81 S -11.549 28.634 16.660  0.708
82 O -10.717 27.501 16.976  -0.344
83 O -12.458 29.313 17.593  -0.353
84 C -10.508 29.943 15.761  -0.167
85 H -12.248 31.067 15.096  0.108
86 H -10.910 30.905 13.892  0.103
87 H -11.695 28.744 13.326  0.079
88 H -13.243 29.538 13.640  0.097
89 H -12.219 27.204 14.974  0.081
90 H -13.604 28.033 15.626  0.099
91 H -9.698 29.363 15.320  0.062
92 H -10.111 30.685 16.454  0.103
93 C -18.809 27.091 9.067  -0.212
94 C -18.159 26.196 7.968  -0.242
95 C -17.836 27.004 6.754  -0.197
96 S -17.117 28.579 7.501  0.757
97 O -17.516 29.765 6.725  -0.346
98 O -15.738 28.359 7.919  -0.347
99 C -18.229 28.481 9.044  -0.187
100 H -18.775 26.677 10.075  0.088
101 H -19.868 27.172 8.823  0.118
102 H -18.684 25.287 7.676  0.119
103 H -17.309 25.791 8.519  0.086
104 H -18.768 27.149 6.207  0.109
105 H -17.197 26.578 5.981  0.102
106 H -19.071 29.160 8.909  0.106
107 H -17.669 28.864 9.897  0.070
108 C -17.566 27.690 13.133  -0.212
109 C -16.463 28.672 12.726  -0.239
110 C -16.677 29.992 13.521  -0.170
111 S -18.569 30.161 13.320  0.737
112 O -18.684 31.145 12.256  -0.353
113 O -19.137 30.418 14.660  -0.353
114 C -18.806 28.406 12.713  -0.210
115 H -17.516 27.600 14.218  0.131
116 H -17.513 26.726 12.627  0.087
117 H -16.473 28.875 11.655  0.089
118 H -15.528 28.218 13.052  0.087
119 H -16.183 30.902 13.182  0.097
120 H -16.588 29.886 14.603  0.090
121 H -19.004 28.605 11.660  0.075
122 H -19.706 28.088 13.239  0.107
123 N -14.681 22.986 8.536  0.051
124 C -15.387 23.496 7.480  -0.156
125 C -16.091 22.471 6.842  -0.132
126 C -15.869 21.289 7.523  -0.116
127 C -15.079 21.641 8.612  -0.132
128 H -14.058 23.540 9.107  0.067
129 H -15.243 24.511 7.140  0.098
130 H -16.666 22.650 5.946  0.090
131 H -16.279 20.334 7.229  0.097
132 H -14.626 20.988 9.343  0.098
133 N -8.501 26.980 13.364  0.036
134 C -7.620 27.725 14.103  -0.141
135 C -7.688 29.008 13.688  -0.139
136 C -8.567 29.072 12.551  -0.096
137 C -9.061 27.766 12.378  -0.125
138 H -8.756 26.011 13.494  0.094
139 H -7.049 27.352 14.941  0.116
140 H -7.104 29.846 14.040  0.097
141 H -8.768 29.941 11.941  0.083
142 H -9.733 27.313 11.664  0.088

Summary:
Spin multiplicity: 3
⟨S²⟩: 2.0063
Calculated total energy, eV: -155142.1150
Frontier orbital gap (alpha / beta), eV: 8.38 / 6.52
HOMO level (alpha / beta), eV: -8.5254 / -8.5253